Record 1
Entry from the Open Molecules 2025 dataset: an isolated ion of composition C12H19BNS and charge +1 (the ωB97M-V functional and the def2-TZVPD basis).

XYZ file:
```
34
Properties=species:S:1:pos:R:3:forces:R:3:mulliken_charge:R:1
B 0.262 1.316 -0.169 2.3 -2.4 -0.2 0.394
C -6.363 -0.022 0.238 0.0 0.0 0.0 -0.442
C -5.534 -0.041 1.347 -0.1 0.0 0.1 -0.596
C -5.820 -0.120 -1.033 -0.1 0.0 0.0 -0.591
C -4.166 -0.145 1.186 0.1 0.0 -0.1 -0.315
C -4.450 -0.220 -1.197 0.1 0.0 0.1 -0.381
C -3.612 -0.233 -0.088 -0.2 0.1 0.0 0.414
C 1.440 2.337 -0.169 0.0 0.0 0.2 -0.668
C 1.329 -0.825 -0.287 -2.3 3.0 0.1 -1.292
C 2.742 1.849 0.490 -0.3 -0.2 -0.2 -0.662
C 3.332 0.598 -0.159 0.3 0.7 0.1 -0.526
C 3.524 -1.833 0.013 0.4 -0.6 0.0 -0.871
C -2.132 -0.297 -0.250 0.4 0.3 0.0 -0.678
N 2.669 -0.656 0.287 0.1 -0.2 0.3 0.031
S -1.435 1.446 -0.167 -0.8 -0.2 0.0 -0.103
H -7.431 0.069 0.363 -0.1 0.0 0.0 0.394
H -5.953 0.030 2.339 0.0 0.0 0.1 0.385
H -6.464 -0.111 -1.899 -0.1 0.0 -0.1 0.390
H -3.519 -0.158 2.052 0.1 0.0 0.1 0.360
H -4.031 -0.293 -2.189 0.1 0.0 -0.1 0.352
H 1.669 2.612 -1.203 -0.1 0.0 -0.1 0.339
H 1.140 3.267 0.318 -0.1 0.1 0.0 0.408
H 0.747 -1.548 0.266 0.1 -0.2 0.1 0.555
H 1.378 -1.044 -1.344 0.2 -0.1 -0.1 0.390
H 3.488 2.641 0.420 0.0 -0.1 0.0 0.366
H 2.570 1.666 1.553 0.1 0.0 0.1 0.300
H 3.243 0.657 -1.245 0.0 -0.2 0.0 0.328
H 4.389 0.523 0.105 -0.1 -0.1 0.0 0.423
H 4.473 -1.752 0.539 0.0 0.1 0.0 0.363
H 3.014 -2.741 0.333 -0.1 0.1 0.0 0.355
H 3.713 -1.900 -1.058 -0.1 0.1 0.0 0.382
H -1.658 -0.849 0.558 0.0 0.0 -0.1 0.360
H -1.837 -0.696 -1.218 0.0 0.0 0.1 0.466
H 2.551 -0.582 1.302 0.1 0.0 -0.2 0.373
```
Positions in Å, forces in eV/Å.

Spin multiplicity   1
Orbital gap   8.853 eV
E_tot   -946.17529 hartree
Net charge   +1
Energy relative to the best compared isomer or geometry (same formula, charge and spin)   0.000 eV
HOMO energy   -11.759 eV

=====

Record 2
Entry from the Open Molecules 2025 dataset: C28H24CsF12N8O9P2S3 as an isolated structure (the ωB97M-V functional and the def2-TZVPD basis).

XYZ file:
```
87
Properties=species:S:1:pos:R:3:forces:R:3:mulliken_charge:R:1
Cs 1.032 -0.204 0.400 0.9 -1.0 -1.7 1.527
N -1.705 -0.280 -1.589 0.0 -0.1 0.1 1.449
C -2.629 0.196 -2.550 -0.1 0.1 -0.2 0.101
C -4.010 0.025 -2.451 0.1 0.0 0.1 -0.782
C -4.844 0.555 -3.420 0.0 0.0 0.0 -0.686
C -4.327 1.269 -4.498 0.0 0.0 0.0 -0.684
C -2.960 1.440 -4.620 0.1 -0.1 0.1 -0.879
C -2.117 0.883 -3.658 -0.3 0.1 0.0 0.549
P -0.341 1.034 -3.659 0.7 -0.9 0.0 2.413
C 0.334 2.258 -4.777 -0.3 0.5 0.0 -0.186
C 0.092 2.152 -6.148 0.0 0.1 -0.1 0.031
C 0.640 3.079 -7.021 0.0 -0.1 0.0 -0.891
C 1.442 4.101 -6.530 0.1 0.1 0.1 -0.416
C 1.709 4.189 -5.172 0.0 0.0 0.0 -0.773
C 1.154 3.272 -4.287 0.1 0.0 -0.1 -0.090
C 0.438 -0.440 -4.168 -0.3 -0.4 -0.2 0.007
C -0.229 -1.628 -4.069 0.0 0.1 0.1 -0.596
C 0.351 -2.883 -4.457 0.1 -0.1 0.0 -0.782
C 1.614 -2.957 -4.904 -0.1 -0.2 0.0 -0.656
C 2.493 -1.771 -5.001 -0.1 0.1 -0.1 0.364
C 1.885 -0.397 -4.582 0.2 -0.2 0.0 -0.384
H -1.730 -1.324 -1.576 0.1 0.2 -0.1 -0.185
H -2.015 -0.012 -0.657 -0.1 0.0 0.0 -0.898
H -4.400 -0.520 -1.600 0.0 0.0 0.0 0.538
H -5.915 0.419 -3.334 0.0 0.0 0.0 0.374
H -4.994 1.691 -5.239 0.0 0.0 0.0 0.410
H -2.547 2.003 -5.446 0.0 0.0 0.0 0.457
H -0.507 1.336 -6.534 0.0 0.0 0.0 0.499
H 0.449 2.999 -8.084 0.0 0.0 0.0 0.392
H 1.876 4.823 -7.212 0.0 0.0 0.0 0.371
H 2.360 4.961 -4.783 0.0 0.0 0.0 0.486
H 1.417 3.346 -3.236 -0.1 -0.1 0.0 0.095
H -1.239 -1.680 -3.688 0.0 0.1 0.0 0.404
H -0.263 -3.766 -4.335 0.0 0.0 0.0 0.474
H 2.044 -3.924 -5.145 0.0 0.0 0.0 0.419
H 3.067 -1.765 -5.930 0.0 0.0 0.0 0.383
H 2.063 0.408 -5.298 0.0 0.0 0.0 0.598
O 3.414 -1.632 0.944 0.4 -0.4 0.1 -0.744
N 3.610 -1.709 2.242 -0.1 0.5 0.1 0.516
C 3.357 -0.582 2.950 -0.1 0.1 0.6 -0.090
C 3.460 -0.536 4.312 0.1 -0.2 0.1 -1.079
C 3.860 -1.705 4.981 -0.1 0.3 -0.1 -0.297
C 4.143 -2.824 4.249 0.0 0.0 -0.1 -0.638
C 4.047 -2.862 2.832 0.1 0.0 0.3 0.160
S 4.469 -4.227 1.924 0.0 -0.2 -0.1 -0.564
H 3.022 0.283 2.394 0.3 -0.2 -0.1 0.647
H 3.205 0.383 4.819 0.0 0.0 0.1 0.378
H 3.943 -1.724 6.061 0.0 0.0 0.0 0.371
H 4.465 -3.739 4.723 0.0 0.0 0.0 0.365
F -1.482 -1.210 5.957 0.0 0.1 0.1 -0.226
C -0.625 -1.748 5.087 -0.2 0.0 -0.2 0.320
F 0.560 -1.859 5.676 0.2 0.0 0.1 -0.150
F -1.053 -2.961 4.762 -0.1 -0.1 0.0 -0.209
S -0.422 -0.678 3.600 -0.4 0.4 -0.2 1.356
O 0.326 -1.446 2.647 -0.2 -0.7 0.9 -0.691
O 0.194 0.517 4.096 0.1 0.2 0.3 -0.647
N -1.955 -0.487 3.183 -0.1 0.1 0.0 -0.645
S -2.260 0.567 2.057 0.5 -0.3 0.6 0.943
O -3.426 0.275 1.287 -0.3 -0.1 0.0 -0.652
O -1.052 0.920 1.344 -1.4 0.9 0.3 -0.891
C -2.724 2.114 2.971 0.0 -0.2 0.0 0.570
F -1.654 2.773 3.385 0.1 0.1 0.1 -0.191
F -3.486 1.830 4.029 -0.1 0.0 0.1 -0.234
F -3.423 2.919 2.164 -0.1 0.1 -0.1 -0.236
F 2.522 1.698 -0.623 0.4 0.7 -0.4 -0.553
P 3.480 3.005 -0.302 0.0 -0.2 0.0 1.413
F 2.739 3.146 1.128 0.0 0.1 -0.1 -0.393
F 4.565 2.011 0.345 0.1 -0.1 0.1 -0.397
F 4.156 2.828 -1.756 0.1 0.0 -0.1 -0.401
F 2.350 3.971 -0.975 0.0 0.0 0.0 -0.387
F 4.422 4.267 0.012 -0.1 0.2 0.0 -0.359
N 5.062 -3.060 -1.143 -0.4 0.0 -0.2 -0.519
C 4.529 -2.060 -1.896 0.2 -0.2 0.0 0.490
N 4.446 -0.856 -1.338 -0.3 0.1 0.2 -0.286
N 4.175 -2.363 -3.163 -0.1 0.1 0.1 -0.881
C 3.317 -1.529 -3.746 0.4 -0.2 0.2 0.079
N 2.813 -0.362 -3.427 -0.4 0.3 -0.2 -0.516
H 4.823 -3.053 -0.141 0.2 0.1 -0.1 0.123
H 4.880 -3.966 -1.550 0.1 0.0 0.0 0.265
H 4.378 -0.863 -0.309 0.1 0.1 -0.3 0.343
H 3.910 -0.138 -1.819 0.1 -0.1 0.0 0.322
O -2.120 -3.041 -2.062 0.0 0.2 0.1 -0.653
N -2.638 -3.464 -0.978 0.1 -0.4 0.3 0.873
O -3.315 -4.496 -1.004 -0.1 0.1 0.0 -0.706
O -2.430 -2.850 0.087 0.0 0.0 -0.6 -0.527
O -0.312 2.662 -0.682 0.2 0.1 0.9 0.026
C -0.486 2.564 -1.779 -0.3 0.4 -0.5 -0.249
```
Positions in Å, forces in eV/Å.

Spin multiplicity   2
Orbital gap (alpha / beta)   5.732 / 3.917 eV
E_tot   -5292.57185 hartree
Net charge   -2
<S²>   0.789
HOMO energy (alpha / beta)   -2.417 / -2.417 eV

=====

Record 3
Entry from the Open Molecules 2025 dataset: C3H8N4O as an isolated structure (the ωB97M-V functional and the def2-TZVPD basis).

XYZ file:
```
16
Properties=species:S:1:pos:R:3:forces:R:3:mulliken_charge:R:1
C 1.669 0.176 0.081 7.5 3.4 -0.5 0.611
C 0.760 -0.918 0.276 -1.6 -6.3 1.1 -0.403
C -2.240 0.093 0.131 -2.6 6.5 1.5 0.040
H 2.158 2.056 -0.739 -3.9 -1.9 3.3 0.361
H 0.233 1.724 -0.332 2.3 -0.5 0.7 0.317
H 3.434 -0.912 0.157 -1.3 2.2 -1.0 0.218
H 1.094 -2.013 0.109 1.5 1.9 -0.1 0.245
H 0.173 -1.441 1.236 1.3 3.2 -1.5 0.279
H -1.984 -1.833 -0.622 1.5 2.8 1.8 0.296
H -3.212 -0.150 1.056 2.8 0.3 -3.4 0.231
H -2.798 1.980 -0.086 -1.4 0.8 1.1 0.199
N 1.247 1.552 0.036 1.5 -0.1 -3.9 -0.598
N 3.063 0.078 -0.156 -4.6 -2.3 2.1 -0.726
N -1.456 -0.974 -0.104 -0.2 -3.6 -3.0 -0.235
N -2.008 1.418 -0.213 1.2 -7.0 0.1 -0.564
O -0.134 -0.837 -0.831 -4.0 0.7 1.8 -0.272
```
Positions in Å, forces in eV/Å.

Spin multiplicity   1
Orbital gap   8.966 eV
E_tot   -413.09943 hartree
Energy relative to the best compared isomer or geometry (same formula, charge and spin)   8.616 eV
HOMO energy   -8.704 eV

=====

Record 4
Entry from the Open Molecules 2025 dataset: C13H23BaBrNP as an isolated structure (the ωB97M-V functional and the def2-TZVPD basis).

XYZ file:
```
40
Properties=species:S:1:pos:R:3:forces:R:3:mulliken_charge:R:1
C 0.672 3.626 -1.652 0.3 0.0 0.1 -0.714
C -0.588 3.054 -1.551 -0.3 -0.5 0.3 -0.981
C -0.786 1.854 -0.823 0.6 1.5 -1.0 0.084
C 0.294 1.219 -0.242 -0.8 -2.0 0.7 0.961
C 1.552 1.772 -0.359 0.2 1.8 -1.0 0.657
C 1.759 2.978 -1.060 -0.1 -0.5 0.4 -0.723
C -2.213 1.388 -0.724 -0.6 -0.1 0.4 -2.065
C -2.457 0.178 0.176 -0.4 0.6 0.2 0.006
N -2.013 -1.162 -0.326 -2.5 0.5 -2.6 -0.115
Ba -0.748 -1.971 1.426 2.2 0.1 2.3 1.562
C 2.704 1.086 0.309 -0.3 -0.2 0.4 -1.263
P 1.954 -0.450 0.988 -0.3 0.3 0.4 0.150
H -1.456 3.520 -2.021 0.2 0.1 0.0 0.389
H 2.772 3.376 -1.106 -0.2 0.2 -0.1 0.412
H 0.818 4.582 -2.155 -0.1 -0.3 0.0 0.328
H 3.105 1.678 1.147 0.0 -0.2 -0.2 0.438
H 3.526 0.852 -0.383 -0.1 0.0 0.2 0.408
H -2.806 2.204 -0.267 0.2 -0.3 -0.2 0.559
H -2.657 1.245 -1.726 0.1 0.0 0.3 0.384
H -2.012 0.367 1.178 0.0 0.0 -0.7 -0.073
C 3.390 -1.088 1.895 0.7 -0.3 -0.1 -1.181
C 2.043 -1.529 -0.493 0.2 -0.3 -0.3 -0.985
H -3.538 0.099 0.391 0.4 0.2 -0.2 0.377
C -1.414 -1.200 -1.689 -0.1 -0.2 0.0 -0.613
C -3.151 -2.130 -0.219 0.1 0.4 -0.6 -1.013
H 0.069 -2.274 4.323 -0.2 -3.4 -0.4 0.028
H -1.848 -2.025 -2.267 0.1 0.1 0.2 0.446
H -1.577 -0.277 -2.248 0.1 -0.2 0.2 0.267
H -0.334 -1.347 -1.624 -0.2 0.0 0.0 -0.181
H -3.687 -2.181 -1.187 0.1 -0.2 0.6 0.398
H -2.784 -3.149 0.036 -0.2 0.3 -0.2 0.386
H -3.853 -1.794 0.556 0.3 -0.3 -0.1 0.366
H 3.080 -1.594 -0.840 -0.1 -0.2 0.0 0.409
H 1.698 -2.545 -0.237 0.2 0.0 -0.2 0.312
H 1.434 -1.144 -1.316 0.2 0.0 0.3 0.312
H 4.278 -1.119 1.253 0.1 -0.1 0.3 0.360
H 3.578 -0.439 2.756 0.0 -0.2 -0.1 0.357
H 3.154 -2.095 2.255 0.2 0.1 0.1 0.298
H 0.039 -3.164 4.218 0.3 3.3 0.4 -0.018
Br -1.997 -0.401 3.609 -0.1 -0.2 0.3 -0.729
```
Positions in Å, forces in eV/Å.

Spin multiplicity   1
Orbital gap   5.276 eV
E_tot   -3504.66353 hartree
HOMO energy   -6.096 eV